#i
Computed, not measured: H2O3S2 in the gas phase, with ωB97M-V/def2-TZVPD.

Computed properties:
HOMO-LUMO gap = 9.40 eV
Total charge = 0
HOMO energy = -9.26 eV
LUMO level = 0.14 eV

Each line ends with the Mulliken charge.
Atoms and positions in Å:
S 1.83808 -0.66105 0.48638  0.025
S -0.46859 1.23784 -0.14046  0.785
O -0.96058 0.09461 0.95952  -0.484
O 1.18468 0.56036 -0.46659  -0.360
O -1.05943 0.93654 -1.39730  -0.440
H -1.41475 -0.68320 0.41956  0.366
H 0.88059 -1.48510 0.13889  0.108



#ii
Computed, not measured: H2O3S2 in the gas phase, with ωB97M-V/def2-TZVPD.

Computed properties:
HOMO-LUMO gap = 8.59 eV
Total charge = 0
Structure (SMILES) = OSOSO
HOMO energy = -8.43 eV
LUMO level = 0.15 eV

Each line ends with the Mulliken charge.
Atoms and positions in Å:
S -1.44626 -0.16572 0.70423  0.226
S 1.33477 -0.20570 -0.50599  0.198
O 0.01681 -0.84476 -0.06967  -0.279
O -2.55357 -0.32513 -0.55073  -0.404
O 2.31069 0.11616 0.78455  -0.449
H -2.12207 0.33996 -1.08950  0.353
H 2.45962 1.08519 0.72711  0.355



What is the most stable structure shown above? It is #i.